Entry from the Open Molecules 2025 dataset: a structure of composition CH4NO4P in a non-equilibrium geometry (ωB97M-V/def2-TZVPD).

Each line ends with the Mulliken charge.
Atoms and positions in Å:
C (-0.36573, 0.84097, -0.83637)  -0.371
N (0.26164, -1.00558, 2.22959)  0.365
O (-0.46802, -0.44854, 2.91963)  -0.231
O (1.05331, 0.07551, 1.43522)  -0.332
O (-0.91664, 0.54462, -2.05386)  -0.476
O (0.00158, -1.79734, 0.13057)  -0.573
P (0.65983, -0.53262, -0.00813)  0.706
H (-1.16906, 1.36309, -0.18302)  0.293
H (0.50985, 1.61980, -1.09029)  0.225
H (-1.42297, -0.27101, -1.84633)  0.334
H (1.85622, -0.38891, -0.69701)  0.060

For the total energy, the calculation gives -20067.5367 eV. The HOMO energy comes out at -10.36 eV. The energy relative to the best compared isomer or geometry (same formula, charge and spin) is 5.777 eV. As for the largest force on an atom: 4.6 eV Å⁻¹. The spin multiplicity is 1.